Entry 1:
138
Properties=species:S:1:pos:R:3:mulliken_charge:R:1 method="wB97M-V/def2-TZVPD" homo_lumo_gap_ev=9.60 homo_ev=-9.403 multiplicity=1
C 8.128 -5.101 0.883 -0.816
B 7.669 -3.951 -0.199 0.599
O 8.536 -2.725 -0.311 -0.552
C 6.329 -3.973 -1.151 -0.412
O 5.716 -5.296 -1.340 -0.335
C 4.813 -5.661 -0.239 0.298
C 3.407 -4.767 -0.205 -0.050
N 2.572 -5.184 1.024 -0.625
C 4.309 -7.222 -0.567 -0.847
S 5.597 -8.523 -0.169 0.808
O 6.157 -8.442 1.295 -0.565
O 4.847 -9.911 -0.234 -0.634
H 8.578 -6.022 0.282 0.243
H 7.309 -5.405 1.665 0.279
H 9.019 -4.626 1.519 0.193
H 8.019 -1.988 -0.787 0.303
H 5.608 -3.140 -0.757 0.143
H 6.682 -3.615 -2.234 0.198
H 5.319 -5.674 0.817 0.103
H 3.595 -3.615 -0.072 0.106
H 2.785 -4.914 -1.213 0.069
H 3.320 -5.346 1.763 0.250
H 1.937 -4.391 1.312 0.316
H 3.334 -7.513 0.022 0.365
H 4.063 -7.336 -1.725 0.354
H 6.625 -8.620 -1.145 0.185
C 3.184 1.000 -0.374 -0.309
C 3.458 0.535 -1.791 -0.538
O 3.228 -0.880 -1.923 -0.311
C 2.016 -1.448 -2.097 0.775
C 0.784 -0.607 -1.932 -1.009
O 1.920 -2.655 -2.323 -0.649
H 2.144 0.828 -0.084 0.155
H 3.398 2.067 -0.270 -0.023
H 3.802 0.443 0.336 0.294
H 2.889 1.093 -2.541 0.306
H 4.517 0.699 -2.021 0.353
H 0.364 -0.780 -0.938 0.217
H 0.056 -0.903 -2.694 0.348
H 0.952 0.459 -2.071 0.364
C -2.486 -6.129 -3.512 -0.930
C -2.579 -4.616 -3.582 -0.335
O -2.580 -4.038 -2.264 -0.406
C -1.474 -3.818 -1.521 0.556
C -0.164 -4.394 -1.972 0.019
O -1.552 -3.207 -0.455 -0.641
H -1.560 -6.457 -3.031 0.263
H -2.525 -6.564 -4.514 0.355
H -3.308 -6.534 -2.916 0.297
H -1.797 -4.169 -4.203 0.330
H -3.535 -4.340 -4.042 0.320
H 0.035 -5.310 -1.410 0.297
H 0.625 -3.663 -1.771 -0.336
H -0.116 -4.608 -3.038 0.292
C 1.912 6.118 2.395 -1.183
C 2.187 5.652 0.978 0.033
O 1.957 4.238 0.846 -0.281
C 0.744 3.670 0.673 0.718
C -0.488 4.511 0.837 -0.869
O 0.649 2.463 0.446 -0.621
H 0.872 5.946 2.686 0.289
H 2.126 7.185 2.499 0.398
H 2.531 5.561 3.106 0.321
H 1.618 6.211 0.228 0.261
H 3.246 5.817 0.748 0.092
H -0.908 4.337 1.831 0.246
H -1.215 4.215 0.076 0.246
H -0.319 5.577 0.699 0.322
C 1.395 5.155 -5.151 -0.923
C 0.709 6.229 -4.329 -0.426
O 1.289 6.322 -3.015 -0.385
C 2.426 6.991 -2.724 0.921
C 3.283 7.500 -3.845 -1.193
O 2.787 7.123 -1.554 -0.580
H 2.457 5.371 -5.298 0.279
H 0.924 5.062 -6.133 0.370
H 1.341 4.190 -4.638 0.246
H 0.704 7.206 -4.823 0.362
H -0.341 5.950 -4.185 0.339
H 4.114 6.808 -4.002 0.270
H 3.674 8.483 -3.565 0.321
H 2.749 7.641 -4.783 0.368
C -3.750 0.198 2.322 -0.857
C -4.599 1.337 2.856 -0.223
O -4.025 2.612 2.513 -0.390
C -4.168 3.222 1.317 0.867
C -4.774 2.460 0.175 -0.937
O -3.747 4.367 1.148 -0.616
H -3.678 0.221 1.231 0.261
H -4.169 -0.767 2.619 0.217
H -2.728 0.274 2.704 0.322
H -5.642 1.279 2.530 0.202
H -4.613 1.287 3.950 0.328
H -3.974 2.091 -0.472 0.208
H -5.420 3.137 -0.391 0.345
H -5.402 1.625 0.482 0.275
C 8.205 6.383 1.741 -0.908
C 8.480 5.918 0.323 -0.368
O 8.250 4.503 0.192 -0.378
C 7.037 3.935 0.018 0.361
C 5.805 4.776 0.182 -0.671
O 6.941 2.728 -0.208 -0.586
H 7.165 6.212 2.031 0.259
H 8.419 7.450 1.844 0.340
H 8.823 5.826 2.451 0.302
H 7.911 6.476 -0.426 0.358
H 9.539 6.082 0.094 0.300
H 5.385 4.603 1.176 0.263
H 5.077 4.480 -0.579 0.285
H 5.974 5.843 0.044 0.451
C -8.639 -0.109 3.987 -0.645
C -8.898 1.380 3.863 -0.540
O -9.011 1.771 2.482 -0.369
C -10.127 1.633 1.734 0.744
C -11.275 0.832 2.274 -0.863
O -10.177 2.105 0.598 -0.601
H -9.456 -0.701 3.565 0.213
H -8.515 -0.393 5.035 0.401
H -7.736 -0.385 3.435 0.089
H -9.772 1.710 4.434 0.398
H -8.039 1.926 4.270 0.332
H -11.249 -0.169 1.836 0.200
H -12.209 1.329 1.994 0.300
H -11.288 0.750 3.359 0.332
C -8.442 -5.575 1.453 -1.003
C -8.423 -4.069 1.277 -0.394
O -8.004 -3.413 2.488 -0.335
C -6.719 -3.266 2.876 0.851
C -5.642 -4.005 2.137 -0.939
O -6.442 -2.586 3.865 -0.576
H -7.450 -5.969 1.689 0.275
H -8.798 -6.065 0.543 0.358
H -9.095 -5.853 2.285 0.315
H -7.812 -3.746 0.428 0.347
H -9.442 -3.722 1.074 0.323
H -5.372 -4.901 2.702 0.269
H -4.770 -3.351 2.049 0.204
H -5.915 -4.289 1.122 0.334

Entry 2:
16
Properties=species:S:1:pos:R:3:mulliken_charge:R:1 method="wB97M-V/def2-TZVPD" homo_lumo_gap_ev=8.84 homo_ev=-9.044 multiplicity=1
N -1.433 2.410 -0.569 -0.349
C -1.997 1.409 -0.559 0.016
C -2.730 0.124 -0.556 0.877
O -2.316 -0.846 -1.157 -0.631
N -3.874 0.120 -0.019 -0.229
S -4.787 -1.295 0.179 -0.165
H -4.112 0.880 0.533 0.264
H -3.624 -2.014 -0.253 0.236
O 0.892 0.609 0.077 -0.504
C 1.964 0.113 -0.190 0.066
N 2.972 0.096 0.789 -0.114
C 4.292 -0.310 0.545 -0.039
S 4.773 -0.896 -0.826 -0.358
H 2.229 -0.384 -1.098 0.313
H 2.863 0.253 1.732 0.263
H 4.887 -0.269 1.373 0.356

Entry 3:
24
Properties=species:S:1:pos:R:3:mulliken_charge:R:1 method="wB97M-V/def2-TZVPD" homo_lumo_gap_ev=10.11 homo_ev=-13.840 charge=+1 multiplicity=1
C -0.992 -1.609 1.313 -0.841
C -2.753 1.126 -0.229 -0.987
C 3.361 -0.106 -0.386 -0.969
C -0.730 -1.534 -0.248 -0.481
C -1.412 1.318 0.335 0.808
N -0.700 2.218 0.809 -0.526
N -0.423 -0.159 -0.611 -0.146
N 2.084 0.662 -0.402 -0.661
H -1.657 -0.736 1.648 0.231
H -1.430 -2.570 1.574 0.369
H 0.091 -1.345 1.653 0.253
H -2.484 0.992 -1.289 0.305
H -3.381 1.978 -0.147 0.372
H -3.203 0.172 -0.072 0.328
H 3.624 -0.271 -1.413 0.342
H 4.064 0.372 0.167 0.363
H 3.108 -1.070 -0.089 0.302
H 0.147 -2.147 -0.328 0.320
H -1.630 -2.069 -0.724 0.354
H 0.238 1.920 0.828 0.258
H 2.012 1.071 0.497 0.312
H -0.566 0.096 -1.608 0.335
H 0.465 0.242 -0.161 0.101
H 2.166 1.451 -1.117 0.258

Entry 4:
117
Properties=species:S:1:pos:R:3:mulliken_charge:R:1 method="wB97M-V/def2-TZVPD" homo_lumo_gap_ev=7.88 homo_ev=-8.103 multiplicity=1
C 3.334 -4.321 -0.606 -0.898
C 3.828 -2.823 -0.059 0.580
C 5.438 -2.591 -0.266 -0.762
C 5.793 -1.090 -0.905 -0.454
C 5.134 -1.046 -2.406 -0.842
C 3.861 0.030 -2.536 0.278
C 3.302 -0.119 -4.064 -0.841
C 1.661 -0.424 -4.159 0.534
O 1.319 -1.428 -4.971 -0.603
O 0.771 0.472 -3.421 -0.395
C -0.029 -0.271 -2.388 1.184
N 0.805 -1.422 -1.956 0.060
C 0.146 -2.463 -1.386 0.099
C -0.071 -3.895 -2.226 -1.021
C -0.424 -2.530 0.179 -0.620
B -0.287 0.896 -1.209 0.600
O -0.861 0.643 0.121 -0.624
O 0.036 2.335 -1.518 -0.547
C 0.448 3.049 -0.300 0.111
C 1.149 4.524 -0.644 -1.002
C -1.462 -0.582 -3.100 -0.100
F -1.493 -1.737 -4.024 -0.428
C -2.747 -0.725 -2.095 -0.034
C -3.916 -1.574 -2.896 -0.811
H 2.174 -4.372 -0.451 0.099
H 3.528 -4.378 -1.776 0.237
H 3.890 -5.185 -0.010 0.350
H 3.172 -2.045 -0.674 -0.460
H 3.542 -2.671 1.066 0.214
H 6.034 -2.661 0.763 0.273
H 5.849 -3.421 -1.012 0.294
H 6.975 -0.978 -1.024 0.309
H 5.378 -0.209 -0.244 0.234
H 4.747 -2.085 -2.783 0.313
H 5.926 -0.656 -3.209 0.371
H 4.364 1.098 -2.357 0.297
H 3.068 -0.096 -1.687 -0.252
H 3.431 0.944 -4.591 0.287
H 3.924 -0.874 -4.717 0.358
H 0.261 -4.757 -1.470 0.422
H 0.571 -3.941 -3.209 0.224
H -1.228 -4.094 -2.420 0.206
H 0.032 -1.691 0.869 -0.097
H 0.012 -3.555 0.607 0.409
H -1.588 -2.633 0.245 0.300
H -0.064 0.497 0.744 0.097
H -0.529 3.267 0.338 0.220
H 1.198 2.424 0.348 0.035
H 1.894 4.400 -1.557 0.255
H 0.252 5.265 -0.899 0.254
H 1.724 4.862 0.334 0.296
H -1.699 0.372 -3.781 0.121
H -3.189 0.377 -1.962 0.210
H -2.509 -1.121 -1.022 0.050
H -3.689 -2.721 -2.968 0.216
H -4.977 -1.427 -2.402 0.231
H -3.993 -1.090 -3.983 0.147
C 1.988 2.588 4.138 -1.204
C 1.246 1.322 3.749 -0.271
O 2.055 0.380 3.051 -0.241
C 3.186 -0.131 3.750 -0.456
C 2.826 -0.883 5.018 -0.994
H 2.470 3.038 3.263 0.306
H 1.301 3.316 4.578 0.408
H 2.773 2.383 4.872 0.297
H 0.428 1.592 3.071 0.264
H 0.782 0.852 4.622 0.370
H 3.900 0.674 3.957 0.332
H 3.690 -0.821 3.065 0.202
H 2.386 -0.219 5.768 0.226
H 3.717 -1.340 5.459 0.432
H 2.093 -1.668 4.808 0.323
C 2.019 -1.373 10.525 -1.097
C 2.841 -1.725 9.297 -0.233
O 3.735 -0.690 8.898 -0.390
C 4.735 -0.314 9.838 -0.321
C 5.682 -1.444 10.202 -1.044
H 1.497 -0.421 10.383 0.297
H 1.280 -2.155 10.728 0.394
H 2.649 -1.271 11.413 0.258
H 2.157 -1.887 8.455 0.272
H 3.385 -2.663 9.440 0.306
H 4.273 0.118 10.733 0.304
H 5.314 0.491 9.372 0.314
H 5.164 -2.243 10.739 0.260
H 6.488 -1.077 10.844 0.393
H 6.120 -1.886 9.302 0.282
C -4.520 3.488 -7.502 -1.093
C -3.867 3.193 -6.163 -0.295
O -3.593 1.811 -5.957 -0.358
C -2.698 1.194 -6.876 -0.381
C -1.309 1.808 -6.874 -1.007
H -5.415 2.874 -7.641 0.276
H -4.800 4.544 -7.567 0.404
H -3.843 3.270 -8.334 0.271
H -4.556 3.496 -5.366 0.294
H -2.957 3.785 -6.026 0.312
H -3.128 1.194 -7.884 0.382
H -2.617 0.144 -6.575 0.305
H -1.326 2.838 -7.240 0.321
H -0.636 1.235 -7.518 0.407
H -0.897 1.828 -5.860 0.183
C -9.390 1.036 0.015 -1.035
C -7.875 1.122 0.056 -0.338
O -7.238 0.449 -1.026 -0.393
C -7.536 0.921 -2.336 -0.291
C -7.132 2.366 -2.565 -1.031
H -9.717 -0.006 -0.060 0.286
H -9.824 1.479 0.916 0.387
H -9.799 1.569 -0.849 0.261
H -7.523 0.638 0.974 0.307
H -7.538 2.162 0.107 0.313
H -8.597 0.766 -2.563 0.305
H -6.976 0.286 -3.030 0.309
H -7.719 3.050 -1.946 0.293
H -7.288 2.646 -3.611 0.388
H -6.078 2.518 -2.311 0.243

Entry 5:
49
Properties=species:S:1:pos:R:3:mulliken_charge:R:1 method="wB97M-V/def2-TZVPD" homo_lumo_gap_ev=7.80 homo_ev=-10.876 charge=+1 multiplicity=1
Hf -0.933 -0.300 0.055 0.705
Cl -1.466 -2.130 -1.855 -0.199
C 0.251 -2.420 -2.151 0.989
C 0.623 -3.720 -2.429 -0.815
C 1.968 -3.984 -2.638 -0.399
C 2.896 -2.962 -2.549 -0.720
C 2.489 -1.669 -2.259 0.427
Cl 3.692 -0.439 -2.136 -0.195
C 1.143 -1.351 -2.054 -0.127
S 0.647 0.314 -1.709 -0.314
H -0.120 -4.503 -2.477 0.444
H 2.292 -4.990 -2.865 0.403
H 3.948 -3.158 -2.701 0.436
N -9.187 0.089 -0.977 -0.450
C -7.869 0.241 -0.714 1.154
C -7.147 -0.775 -0.063 -0.917
C -5.807 -0.618 0.200 -0.264
C -5.169 0.565 -0.173 -0.370
C -5.870 1.589 -0.819 -0.697
C -7.203 1.425 -1.088 -0.867
S -3.500 0.755 0.121 2.151
O -2.989 -0.388 0.960 -0.617
O -2.636 0.621 -1.100 -0.541
N -3.322 2.143 0.785 -0.714
C -2.039 2.543 0.952 0.588
S -1.714 4.147 1.448 -0.142
C -0.022 3.856 1.320 -0.353
C 0.210 2.590 0.942 -0.816
N -0.931 1.821 0.742 0.398
H -9.676 -0.745 -0.709 0.196
H -9.709 0.811 -1.437 0.197
H -7.652 -1.683 0.237 0.306
H -5.254 -1.398 0.704 0.484
H -5.366 2.505 -1.094 0.464
H -7.754 2.213 -1.585 0.302
H 0.699 4.629 1.522 0.493
H 1.178 2.148 0.764 0.473
Te 0.502 -2.274 1.380 0.095
C 0.076 -0.589 2.623 -0.931
C -1.151 -0.462 3.287 0.229
C -1.371 0.592 4.161 -0.554
C -0.360 1.511 4.405 -0.452
C 0.873 1.379 3.778 -0.599
C 1.089 0.341 2.891 -0.273
H -1.930 -1.189 3.106 0.476
H -2.324 0.688 4.663 0.457
H -0.531 2.325 5.096 0.429
H 1.666 2.087 3.980 0.467
H 2.049 0.236 2.401 0.568

Entry 6:
24
Properties=species:S:1:pos:R:3:mulliken_charge:R:1 method="wB97M-V/def2-TZVPD" homo_lumo_gap_ev=9.20 homo_ev=-9.004 multiplicity=1
O 0.229 0.279 0.795 -0.536
H 0.183 1.138 1.229 0.271
H -0.459 -0.240 1.228 0.278
O -2.428 -1.132 -0.437 -0.534
H -2.579 -0.680 0.401 0.196
H -2.532 -0.439 -1.099 0.305
O 0.007 -2.536 -1.181 -0.570
H 0.505 -3.323 -0.932 0.289
H -0.359 -2.755 -2.046 0.282
O -4.907 -1.153 0.689 -0.604
H -4.993 -0.317 0.217 0.318
H -4.497 -0.908 1.526 0.308
O -1.118 4.659 0.074 -0.628
H -0.811 5.353 -0.519 0.316
H -2.020 4.482 -0.219 0.314
O 2.609 -1.016 0.017 -0.556
H 2.112 -1.607 0.593 0.290
H 2.003 -0.835 -0.711 0.331
O 2.738 0.943 -1.635 -0.625
H 3.492 0.873 -2.231 0.288
H 2.004 1.185 -2.212 0.305
O 3.216 -0.606 2.131 -0.641
H 3.696 -1.372 2.464 0.300
H 3.909 0.006 1.859 0.304